Record 1
A cluster of 2 separate species, C9H9BO4 in total in a non-equilibrium geometry, computed with ωB97M-V with the def2-TZVPD basis set.

XYZ file:
```
23
C9H9BO4 | OMol25 | ωB97M-V with the def2-TZVPD basis set
B -0.30 2.42 -0.14
C 1.52 -1.77 -0.47
C 1.76 -1.69 0.93
C 2.10 -0.75 -1.34
C 2.40 -0.65 1.58
C 2.79 0.27 -0.71
C 2.88 0.32 0.71
C -2.34 1.41 0.16
C -1.34 0.51 -0.56
C 3.88 2.14 -0.08
O -1.52 2.54 0.55
O -0.15 1.25 -0.75
O 3.32 1.42 -1.13
O 3.56 1.48 1.02
H 1.13 -2.63 -0.94
H 1.47 -2.60 1.58
H 1.84 -0.55 -2.36
H 2.78 -0.79 2.62
H -3.11 1.89 -0.37
H -2.99 0.91 0.95
H -1.05 -0.33 0.06
H -1.68 0.26 -1.50
H 0.54 3.17 -0.29
```

As for the energy above the lowest of the compared OMol25 structures with the same formula, charge and spin: 98.4 kcal/mol. As for the multiplicity: 1. Its gap between HOMO and LUMO is 9.85 eV. For the energy, the calculation gives -18343.860 eV.

---

Record 2
An isolated molecule of C4H6N2O in a non-equilibrium geometry, computed with ωB97M-V with the def2-TZVPD basis set.

XYZ file:
```
13
C4H6N2O | OMol25 | ωB97M-V with the def2-TZVPD basis set
C 1.83 -0.24 0.23
C 0.82 0.52 -0.70
N 0.14 -0.16 -1.63
C -1.13 -0.29 -1.16
C -1.21 0.27 0.10
O -2.04 0.16 1.16
N -0.07 0.93 0.28
H 1.88 -1.23 -0.20
H 1.42 -0.41 1.25
H 2.80 0.23 0.36
H -1.91 -0.83 -1.68
H -2.78 -0.40 0.91
H 0.24 1.45 1.08
```

As for the energy above the lowest of the compared OMol25 structures with the same formula, charge and spin: 66.5 kcal/mol. As for the multiplicity: 1. The SMILES is Cc1ncc(O)[nH]1. Its gap between HOMO and LUMO is 8.39 eV. For the energy, the calculation gives -9270.617 eV.

---

Record 3
A cluster of 2 separate species, C2H3ClO2 in total in a non-equilibrium geometry, computed with ωB97M-V with the def2-TZVPD basis set.

XYZ file:
```
8
C2H3ClO2 | OMol25 | ωB97M-V with the def2-TZVPD basis set
C 1.00 0.78 0.32
C -0.61 -0.52 0.29
O 0.75 1.48 -0.65
O -0.44 -1.46 -0.54
Cl -2.10 0.29 0.19
H 0.84 1.13 1.35
H 1.71 -0.06 0.24
H -1.14 -1.64 -1.21
```

As for the energy above the lowest of the compared OMol25 structures with the same formula, charge and spin: 81.0 kcal/mol. As for the multiplicity: 1. Its gap between HOMO and LUMO is 8.97 eV. For the energy, the calculation gives -18736.536 eV.